[1]
This record from the OMol25 dataset describes a structure of composition C23H19Cl2N4O5S3SeY. The level of theory is ωB97M-V/def2-TZVPD.

Structure (XYZ):
```
58
Properties=species:S:1:pos:R:3:forces:R:3
Y -0.25707 -0.05280 -0.48299 -0.412 0.123 0.348
O 0.57737 3.53801 -2.79498 0.011 0.005 0.006
C 0.63223 2.78218 -1.83287 0.048 -0.006 -0.033
O 0.57319 1.49602 -1.88849 0.049 0.040 0.033
C 0.85260 3.37469 -0.43155 -0.010 0.004 0.001
C 1.79651 2.49510 0.40029 0.018 0.006 -0.005
C 2.32380 3.26148 1.61619 -0.010 -0.012 -0.002
C 1.07326 3.28799 2.53133 0.002 -0.001 -0.007
C 0.05098 2.54149 1.67229 -0.023 -0.005 0.003
O 0.88380 1.55971 1.01473 0.038 -0.023 -0.052
C -0.41480 3.41682 0.49751 0.002 -0.007 0.006
C -1.69983 2.85490 -0.12796 0.026 0.026 -0.030
O -2.61603 3.61728 -0.39953 0.013 0.006 0.004
O -1.69915 1.57807 -0.28749 0.085 0.053 -0.079
H 1.25313 4.37794 -0.57178 0.002 0.003 0.000
H 2.53735 1.94299 -0.17007 0.003 0.002 0.000
H 3.14361 2.71402 2.08094 -0.001 0.000 -0.001
H 2.68047 4.25480 1.34078 0.000 0.000 -0.002
H 1.25072 2.74479 3.45882 0.000 -0.002 0.001
H 0.73498 4.29662 2.77186 0.000 -0.001 0.000
H -0.73554 2.02023 2.21059 -0.003 -0.001 0.004
H -0.62457 4.43763 0.81364 -0.002 0.005 0.006
C -5.74955 -2.64359 2.10785 0.032 0.131 -0.032
S -4.86894 -3.28782 0.67952 0.002 -0.030 -0.001
C -3.96021 -1.84561 0.07272 0.057 -0.040 0.150
S -4.07840 -0.32873 0.74040 -0.042 -0.021 -0.013
N -3.28136 -2.26478 -0.97284 0.031 -0.027 -0.060
N -2.26202 -1.51401 -1.46007 0.000 0.038 -0.075
C -2.18491 -1.52978 -2.74300 -0.004 -0.083 -0.066
C -0.96722 -1.15748 -3.45600 0.026 -0.044 -0.073
C -0.99351 -0.95709 -4.83574 0.006 -0.032 -0.012
C 0.19046 -0.70093 -5.49740 0.002 0.007 -0.002
C 1.37301 -0.65458 -4.77465 -0.005 -0.009 0.003
C 1.31112 -0.83295 -3.40461 0.012 -0.002 -0.001
N 0.17536 -1.09126 -2.75886 -0.096 0.149 -0.016
H -6.71406 -2.21905 1.82973 0.016 0.022 0.019
H -5.13483 -1.86395 2.55842 -0.054 -0.022 0.022
H -5.89398 -3.46309 2.81207 0.013 -0.045 -0.041
H -3.00817 -1.93720 -3.32628 0.010 -0.052 0.018
H -1.93903 -0.99646 -5.36030 0.004 -0.005 0.000
H 0.19208 -0.53140 -6.56739 0.001 0.000 -0.001
H 2.32273 -0.45295 -5.24906 0.002 -0.001 0.002
H 2.19691 -0.75949 -2.78823 -0.001 0.008 -0.004
Cl 0.12319 -3.22691 0.21775 0.041 -0.070 -0.017
C 1.04364 -2.79284 1.63657 -0.013 0.004 -0.014
C 2.22272 -3.47172 1.86535 0.009 0.005 0.006
C 3.00808 -3.12492 2.95412 0.004 -0.002 -0.010
C 2.59267 -2.10098 3.78721 0.004 0.000 0.008
C 1.40596 -1.43602 3.52629 0.006 0.005 0.006
Cl 0.96878 -0.14495 4.61924 0.000 0.003 -0.002
C 0.57037 -1.73647 2.43892 -0.019 -0.004 0.008
S -0.92456 -0.90549 2.10191 0.081 -0.060 0.028
H 2.53658 -4.23988 1.17214 -0.002 0.001 0.002
H 3.95124 -3.62530 3.12836 -0.003 -0.002 0.000
H 3.19172 -1.79453 4.63444 -0.004 -0.001 -0.003
Se 4.97254 -1.28907 -0.44892 0.023 -0.018 -0.046
C 3.21538 -0.93067 -0.35834 -0.038 0.036 0.112
N 2.07919 -0.68801 -0.30261 0.062 -0.051 -0.095
```
Positions in Å, forces in eV/Å.

Results
Energy above the lowest of the compared OMol25 structures with the same formula, charge and spin   0.5019 eV
Spin multiplicity   1
E_LUMO   4.20 eV
HOMO   -2.27 eV
Kohn-Sham gap   6.5 eV
Net charge   -2

Atomic partial charges in e from the Mulliken method, atoms 1 to 4: 1.132, -0.792, 0.010, -0.202

***

[2]
This record from the OMol25 dataset describes a structure of composition C34H34ClN7O3RuSbSe4. The level of theory is ωB97M-V/def2-TZVPD.

Structure (XYZ):
```
85
Properties=species:S:1:pos:R:3:forces:R:3
Ru 1.14880 1.15115 -2.05556 0.211 0.185 -0.327
O 0.24663 -1.47952 -5.10630 0.029 0.002 -0.008
C 0.72078 -0.68328 -4.28825 -0.084 -0.018 0.026
N 0.10057 0.17358 -3.47820 0.060 0.059 0.047
C -1.28938 0.34477 -3.33260 -0.002 0.033 0.040
C -2.24664 -0.19751 -4.18263 -0.073 0.000 0.036
C -3.60129 0.04246 -3.95877 0.079 0.016 0.005
C -3.99350 0.84381 -2.89803 -0.010 0.010 -0.026
C -3.05328 1.39466 -2.03587 0.042 0.040 -0.012
C -1.69028 1.13627 -2.21280 -0.088 -0.038 -0.233
N -0.66935 1.58030 -1.38116 -0.108 0.160 0.165
C -0.81607 2.13608 -0.13381 0.266 -0.234 -0.158
O -1.91527 2.33189 0.44989 -0.112 -0.018 0.057
C 0.46341 2.40305 0.48517 0.018 0.109 -0.020
C 0.56024 3.06822 1.72364 0.078 -0.007 -0.041
C 1.77786 3.29205 2.30119 0.035 0.006 -0.016
C 2.95365 2.84137 1.62007 -0.056 -0.009 0.009
C 2.80780 2.22898 0.40004 -0.052 -0.016 0.045
N 1.62720 1.98737 -0.18563 -0.073 0.086 0.060
C 2.22761 -0.62494 -4.10296 0.087 -0.008 -0.041
C 3.05568 -1.34151 -4.94945 -0.048 -0.011 0.022
C 4.42759 -1.24201 -4.79227 0.027 0.003 -0.005
C 4.93372 -0.42697 -3.79446 -0.009 0.026 -0.035
C 4.04511 0.25290 -2.98097 -0.048 -0.010 0.028
N 2.72468 0.14816 -3.12135 0.038 0.012 0.039
H -1.91440 -0.80627 -5.00984 -0.005 0.006 0.010
H -4.33881 -0.38506 -4.62782 0.000 -0.007 0.002
H -5.04558 1.05166 -2.73259 0.009 0.001 -0.008
H -3.35077 2.02385 -1.21140 -0.006 -0.028 0.000
H -0.36487 3.39949 2.17880 -0.013 -0.008 0.011
H 1.85512 3.82444 3.24132 0.004 -0.014 0.011
H 3.94433 3.01071 2.01691 0.009 0.017 0.002
H 3.68044 1.91150 -0.15888 0.006 0.009 -0.028
H 2.58993 -1.94179 -5.71803 0.000 -0.003 -0.001
H 5.09737 -1.77250 -5.45740 -0.002 -0.003 0.002
H 5.99420 -0.27304 -3.66620 0.030 0.020 0.003
H 4.38930 0.92839 -2.20960 0.002 0.005 -0.017
C -4.31708 -0.39277 1.25818 -0.104 0.051 -0.012
C -3.31478 -1.54635 1.12537 -0.062 -0.027 0.011
C -4.00351 -2.85148 1.53614 -0.059 -0.054 -0.004
C -2.93023 -1.66129 -0.35381 0.081 -0.088 0.099
C -2.08649 -1.26868 2.04022 0.175 0.117 -0.057
O -1.53671 0.00627 1.80073 0.020 -0.234 0.470
C -2.46529 -1.40722 3.54527 0.096 0.068 -0.002
C -1.72304 -0.44971 4.49796 0.031 -0.058 -0.074
C -0.22752 -0.65005 4.59092 -0.065 0.033 -0.065
C 0.65437 0.20658 3.93609 -0.012 -0.077 -0.010
C 2.02601 -0.01209 3.95859 -0.085 0.015 -0.009
C 2.51397 -1.10143 4.65782 0.015 -0.022 0.033
Cl 4.23155 -1.40503 4.69429 0.025 -0.003 0.003
C 1.66600 -1.95857 5.33991 -0.009 -0.004 0.008
C 0.29968 -1.72244 5.30363 0.007 -0.037 0.004
C -0.89682 -2.25049 1.79424 0.055 0.001 -0.058
N -0.08874 -1.93930 0.62194 -0.004 0.152 0.157
C 0.46237 -0.76666 0.30884 0.114 -0.046 -0.013
N 0.96607 -0.81853 -0.90892 -0.004 -0.062 0.039
C 0.71995 -2.09812 -1.29817 -0.124 -0.006 -0.054
N 0.09092 -2.81702 -0.39886 -0.092 -0.018 -0.037
H -5.21339 -0.64030 0.68609 -0.041 -0.021 0.019
H -3.93220 0.53484 0.82960 0.033 0.009 0.019
H -4.62038 -0.20414 2.29320 0.029 -0.003 -0.098
H -4.84418 -3.03481 0.86360 0.002 -0.012 -0.007
H -4.39470 -2.82003 2.55470 -0.017 -0.014 -0.024
H -3.33040 -3.70829 1.45101 -0.018 0.015 0.012
H -3.83378 -1.65962 -0.96582 -0.019 0.008 -0.015
H -2.38837 -2.58389 -0.56331 0.011 0.001 0.014
H -2.32508 -0.82024 -0.68345 0.053 0.059 -0.008
H -2.11568 0.69913 1.44264 -0.105 0.162 -0.259
H -2.29941 -2.44307 3.86224 0.011 -0.009 0.004
H -3.53345 -1.22222 3.67689 0.073 0.021 -0.005
H -2.15973 -0.58025 5.49280 0.007 -0.003 0.016
H -1.92136 0.57613 4.18994 -0.021 0.004 -0.028
H 0.26692 1.04144 3.36859 0.007 0.033 -0.024
H 2.69184 0.65301 3.42239 -0.010 0.008 0.000
H 2.07376 -2.79778 5.88708 0.001 -0.001 0.001
H -0.36999 -2.39595 5.82898 0.010 -0.005 0.003
H -1.24245 -3.27456 1.66611 -0.009 0.022 -0.006
H -0.25098 -2.21936 2.67134 0.029 -0.011 -0.048
H 0.46764 0.09398 0.94534 0.006 0.035 0.072
H 0.98521 -2.48931 -2.26712 0.010 -0.019 0.014
Se 6.52049 2.97495 -4.96401 -0.002 -0.060 0.011
Sb 5.24117 4.78844 -3.97366 0.060 0.057 -0.058
Se 1.76341 3.07748 -3.16794 -0.355 -0.309 0.269
Se 5.32172 6.99803 -5.10171 0.027 -0.073 0.070
Se 6.32017 6.02808 -2.13005 -0.009 0.035 -0.020
```
Positions in Å, forces in eV/Å.

Results
Energy above the lowest of the compared OMol25 structures with the same formula, charge and spin   0.3444 eV
Spin multiplicity   6
E_LUMO (alpha / beta)   3.48 / 3.04 eV
HOMO (alpha / beta)   -0.59 / -2.52 eV
Kohn-Sham gap (alpha / beta)   4.1 / 5.6 eV
Net charge   -2
Expectation value of S²   8.8027

Atomic partial charges in e from the Mulliken method, atoms 1 to 4: -0.360, -0.841, 0.222, 0.410